Density functional theory data (the ωB97M-V functional and the def2-TZVPD basis) for one molecule with the formula H2N2O3.

energy	-9149.235	eV
SMILES string	NO[N+](=O)[O-]
LUMO energy	0.17	eV
Kohn-Sham gap	10.942	eV

Last column: Löwdin charge in e.
Geometry (Å):
H (-0.027, 0.927, 0.291)  0.09
N (-0.022, -0.082, 0.029)  0.04
O (2.303, -1.228, 1.121)  0.12
O (3.158, -1.247, -0.912)  0.14
O (1.227, -0.222, -0.689)  -0.13
H (-0.666, -0.250, -0.787)  0.11
N (2.403, -0.951, -0.045)  -0.37